The following is a DFT calculation (ωB97M-V/def2-TZVPD) of a structure of composition C38H40FeN6OS2.

The HOMO energy (spin up / spin down) is -4.173 / -4.085 eV. The calculation puts the HOMO-LUMO gap (spin up / spin down) at 6.769 / 5.591 eV. The value obtained for the electronic energy is -107100.3201 eV. Its spin multiplicity is 6. The charge is -1.

Cartesian coordinates (Å):
Fe1 -0.22767 0.24205 -0.00050
C1 -1.54244 2.48019 3.35370
C2 -1.80853 0.97074 3.38329
C3 -2.82419 0.49315 2.33252
N1 -2.22095 -0.44864 1.42068
C4 -2.95718 -1.25169 0.70494
C5 -4.37358 -1.16074 0.58959
C6 -5.28435 -2.05965 0.09213
C7 -5.10438 -3.39403 -0.26437
C8 -3.90063 -4.08717 -0.29616
C9 -2.62238 -3.58963 -0.21613
C10 -2.18917 -2.23746 -0.09295
N2 -1.07609 -1.78850 -0.59335
C11 -0.18926 -2.64515 -1.33690
C12 0.83394 -3.37255 -0.42591
C13 0.82811 -2.92490 1.04071
N3 1.03509 -1.50923 1.19253
C14 1.56209 -1.06266 2.28870
C15 1.79629 -1.84716 3.45914
C16 2.71944 -1.67315 4.46006
C17 3.73298 -0.72769 4.56061
C18 3.87942 0.41228 3.77921
C19 2.98954 0.93974 2.87555
C20 1.77782 0.39953 2.36644
N4 0.79659 1.12379 1.91001
C21 0.73962 2.53610 2.18239
C22 -0.72341 2.98453 2.16424
H1 -1.02355 2.76063 4.27505
H2 -2.50399 3.00178 3.35060
H3 -2.17627 0.71791 4.38185
H4 -0.87930 0.43101 3.21057
H5 -3.19771 1.36096 1.77445
H6 -3.68753 0.03755 2.84061
H7 -4.77328 -0.19529 0.87547
H8 -6.30881 -1.70260 0.03364
H9 -5.99833 -3.95193 -0.52013
H10 -3.97184 -5.15490 -0.48847
H11 -1.82763 -4.31549 -0.33910
H12 0.35267 -2.00509 -2.04177
H13 -0.75633 -3.38142 -1.92494
H14 1.83785 -3.20796 -0.82125
H15 0.64130 -4.45118 -0.44161
H16 1.63355 -3.48426 1.54145
H17 -0.12462 -3.20249 1.51566
H18 1.12741 -2.69267 3.57156
H19 2.69939 -2.41524 5.25298
H20 4.46512 -0.88352 5.34423
H21 4.76637 1.00790 3.97598
H22 3.24360 1.91309 2.46842
H23 1.29312 3.10208 1.41528
H24 1.18796 2.76603 3.16322
H25 -1.15856 2.60765 1.23851
H26 -0.76669 4.07744 2.14254
C23 0.64471 0.87231 -4.82480
C24 0.73495 0.46142 -3.37359
N5 -0.20401 0.77727 -2.53335
N6 -1.21301 1.50895 -3.08194
C25 -2.13264 1.98634 -2.33959
S1 -2.36489 1.86290 -0.67059
S2 -3.29420 3.05759 -3.19912
C26 -2.42074 4.61900 -2.74525
C27 -1.31562 4.85812 -3.71420
C28 -0.01377 4.46715 -3.42293
C29 0.98751 4.61507 -4.36825
C30 0.70127 5.15592 -5.60984
C31 -0.59127 5.55513 -5.90634
C32 -1.59074 5.40667 -4.96363
C33 1.89993 -0.27935 -2.96174
C34 2.60383 -1.04928 -3.89175
C35 3.73615 -1.74726 -3.54419
C36 4.20948 -1.67851 -2.23174
C37 3.54374 -0.94253 -1.28886
C38 2.36273 -0.20729 -1.60192
O1 1.79577 0.51419 -0.72370
H27 0.00861 1.75089 -4.91043
H28 0.19467 0.06488 -5.40401
H29 1.63165 1.09048 -5.22786
H30 -2.06610 4.47746 -1.72442
H31 -3.17687 5.40006 -2.77789
H32 0.21695 4.04517 -2.45558
H33 1.99502 4.30054 -4.13533
H34 1.48209 5.25988 -6.34923
H35 -0.81854 5.97575 -6.87635
H36 -2.60124 5.71367 -5.19125
H37 2.22324 -1.12521 -4.90088
H38 4.24464 -2.35435 -4.28016
H39 5.11046 -2.21897 -1.96455
H40 3.88801 -0.88980 -0.26626

Cartesian forces (eV/Å) of the 2 atoms listed first:
Fe 0.36 -1.36 0.21
C 0.11 -0.08 -0.05

Here are the natural (NBO) charges for atoms 1 to 4, given in e: 1.69 -0.39 -0.41 -0.25

The following is a DFT calculation (ωB97M-V/def2-TZVPD) of a structure of composition C26H16NO6S5W.

The HOMO energy (spin up / spin down) is -3.820 / -3.819 eV. The calculation puts the HOMO-LUMO gap (spin up / spin down) at 5.694 / 5.693 eV. The value obtained for the electronic energy is -97003.6025 eV. Its spin multiplicity is 1. The charge is -1.

Cartesian coordinates (Å):
W1 -0.47390 -0.75490 0.48060
O1 5.53840 0.06190 0.17110
C1 4.18590 -0.01990 0.34280
C2 3.64640 -0.69070 1.43740
C3 2.24610 -0.77550 1.54520
N1 1.44030 -0.14420 0.65880
C4 1.96360 0.49030 -0.41600
C5 3.35270 0.56540 -0.61260
C6 0.89010 1.00640 -1.28110
O2 1.04730 1.67010 -2.29930
O3 -0.30300 0.67120 -0.78560
C7 1.45600 -1.60200 2.45840
O4 1.87400 -2.19510 3.44970
O5 0.18830 -1.64620 2.02280
H1 5.97430 -0.37440 0.91530
H2 4.26930 -1.18170 2.16850
H3 3.76010 1.03860 -1.48740
S1 -1.82060 0.86240 1.77490
C8 -3.41870 0.44140 1.14470
C9 -4.43050 1.39750 1.15140
C10 -5.69720 1.09570 0.68410
C11 -5.97730 -0.17970 0.21940
C12 -4.98740 -1.14460 0.22590
C13 -3.70550 -0.84970 0.67650
S2 -2.48040 -2.12590 0.69490
H4 -4.18840 2.37970 1.52920
H5 -6.46270 1.86010 0.67180
H6 -6.96740 -0.42450 -0.14160
H7 -5.18390 -2.13950 -0.13510
O6 0.38180 -1.78350 -0.96460
C14 -0.03510 -2.68930 -1.93040
C15 0.13980 -4.07330 -1.35660
C16 0.28710 -4.33890 -0.03160
C17 0.43680 -5.71590 0.24250
C18 0.39840 -6.47630 -0.88000
S3 0.16950 -5.52190 -2.29800
C19 -1.49380 -2.44180 -2.26470
C20 -2.13600 -1.23380 -2.30990
C21 -3.51680 -1.36140 -2.59530
C22 -3.89800 -2.65280 -2.75380
S4 -2.58720 -3.74400 -2.56020
C23 0.81570 -2.48050 -3.16590
C24 2.00170 -3.06810 -3.48930
C25 2.58250 -2.52380 -4.65530
C26 1.83400 -1.52580 -5.19220
S5 0.41040 -1.22520 -4.27960
H8 0.30330 -3.56560 0.72640
H9 0.56360 -6.10190 1.23650
H10 0.50310 -7.53730 -0.98510
H11 -1.65120 -0.26890 -2.19410
H12 -4.18820 -0.52260 -2.67070
H13 -4.87600 -3.04280 -2.95250
H14 2.44680 -3.86870 -2.92720
H15 3.51770 -2.85970 -5.06870
H16 2.03740 -0.94120 -6.06650

Cartesian forces (eV/Å) of the 2 atoms listed first:
W -3.35 -0.30 0.91
O 0.11 0.02 0.01

Here are the natural (NBO) charges for atoms 1 to 4, given in e: 1.56 -0.66 0.28 -0.24

The following is a DFT calculation (ωB97M-V/def2-TZVPD) of an isolated molecule of C7H10.

The HOMO energy is -9.008 eV. The calculation puts the HOMO-LUMO gap at 10.184 eV. The value obtained for the electronic energy is -7419.7116 eV. The SMILES is C1=CCC2(C1)CC2. Its spin multiplicity is 1. The charge is 0.

Cartesian coordinates (Å):
C1 1.91149 0.65715 0.10260
C2 1.81490 -0.40992 -0.68975
C3 0.39336 -0.89335 -0.83641
C4 -0.40118 0.08546 0.04025
C5 0.57175 1.12715 0.62003
C6 -1.43066 -0.58661 0.88864
C7 -1.86396 0.22309 -0.30089
H1 2.84221 1.16135 0.35926
H2 2.65303 -0.85732 -1.21711
H3 0.07291 -0.90213 -1.88686
H4 0.19492 -1.91732 -0.46351
H5 0.36829 2.15676 0.29721
H6 0.55335 1.13290 1.72011
H7 -1.42542 -1.67279 0.81690
H8 -1.63414 -0.15975 1.86711
H9 -2.44462 1.12589 -0.11956
H10 -2.17457 -0.31440 -1.19473

Cartesian forces (eV/Å) of the 2 atoms listed first:
C -0.05 -0.15 -0.13
C 0.01 0.07 0.12

Here are the natural (NBO) charges for atoms 1 to 4, given in e: -0.18 -0.19 -0.43 -0.06

The following is a DFT calculation (ωB97M-V/def2-TZVPD) of a structure of composition C37H48Br2N2O6SeZr.

The HOMO energy is -8.746 eV. The calculation puts the HOMO-LUMO gap at 8.275 eV. The value obtained for the electronic energy is -261128.1241 eV. Its spin multiplicity is 1. The charge is 0.

Cartesian coordinates (Å):
Zr1 0.77603 -0.42693 0.26945
C1 6.63292 -1.23100 5.11295
C2 6.09138 -2.04416 3.93011
C3 5.74513 -3.45221 4.41573
C4 7.17858 -2.15470 2.85073
C5 4.86671 -1.32319 3.36040
C6 3.62330 -1.71952 3.65963
C7 2.39736 -1.05767 3.24551
Br1 0.63040 -2.99918 0.84968
C8 3.23643 -0.26241 0.96997
O1 2.47915 0.64303 0.21786
C9 4.47288 0.41474 1.55620
C10 5.14786 -0.12310 2.57754
C11 4.96144 1.71941 0.90675
C12 6.33928 2.11857 1.44542
C13 4.00590 2.87811 1.23778
C14 5.10912 1.55410 -0.61383
H1 7.51214 -1.72344 5.53108
H2 5.88197 -1.14359 5.89924
H3 6.92983 -0.22569 4.81248
H4 6.66052 -3.97432 4.69481
H5 5.24538 -4.03583 3.64030
H6 5.10157 -3.43782 5.29610
H7 8.00403 -2.76238 3.22382
H8 7.58450 -1.18229 2.57626
H9 6.80316 -2.62391 1.94042
H10 3.48019 -2.55927 4.32664
H11 6.05311 0.38443 2.87877
H12 6.31459 2.35709 2.51020
H13 6.66804 3.01691 0.92188
H14 7.09218 1.34576 1.27823
H15 3.94100 3.01278 2.32036
H16 3.00533 2.72685 0.84416
H17 4.41257 3.79828 0.81280
H18 5.77488 0.72107 -0.85242
H19 5.55417 2.46229 -1.02497
H20 4.15772 1.38940 -1.10793
O2 -3.58004 4.03878 0.24769
C15 -2.32826 3.55260 0.36620
C16 -1.64562 3.49015 1.58059
C17 -0.37833 2.95013 1.58210
N1 0.23944 2.49493 0.48533
C18 -0.43396 2.60816 -0.64290
Br2 0.49721 1.98375 -2.19101
C19 -1.70698 3.10985 -0.79413
H21 -3.92802 4.27138 1.11416
H22 -2.09621 3.84234 2.49915
H23 0.17942 2.87778 2.50686
H24 -2.21404 3.12011 -1.74490
O3 -2.58350 -2.24274 -0.20257
Se1 -1.87782 -0.85517 -0.60143
O4 -1.15339 -0.07468 0.80544
O5 -0.32072 -1.04351 -1.35945
O6 -2.71915 0.25622 -1.41398
C20 4.83031 -5.02696 0.18538
C21 4.18038 -3.77208 -0.32421
C22 3.59763 -3.72860 -1.59123
C23 2.99484 -2.57824 -2.06339
C24 2.34735 -2.51908 -3.41495
C25 2.97079 -1.45604 -1.23298
C26 3.49075 -1.48888 0.06376
C27 4.12348 -2.65210 0.48763
N2 2.19705 -0.53623 2.09364
C28 1.27981 -0.93104 4.28946
C29 1.01428 0.58074 4.45932
C30 -0.08006 0.82679 5.49561
C31 -1.36658 0.13543 5.03692
C32 -1.11902 -1.37057 4.91150
C33 -0.67996 -1.93432 6.26299
C34 0.61150 -1.24260 6.70321
C35 0.36280 0.26030 6.84524
C36 1.70283 -1.49390 5.65598
C37 -0.02755 -1.61951 3.86832
H25 4.79630 -5.82589 -0.55277
H26 4.33093 -5.38414 1.08643
H27 5.87690 -4.84596 0.43824
H28 3.61844 -4.61634 -2.21173
H29 2.48600 -3.44930 -3.96254
H30 2.76458 -1.70838 -4.01451
H31 1.27516 -2.33981 -3.30937
H32 2.59050 -0.52466 -1.64411
H33 4.53314 -2.72070 1.48174
H34 0.71681 0.99130 3.49362
H35 1.94381 1.08584 4.74800
H36 -0.24746 1.90600 5.58515
H37 -1.68666 0.53661 4.06931
H38 -2.17144 0.32507 5.75335
H39 -2.03244 -1.86797 4.57887
H40 -0.51708 -3.01314 6.18199
H41 -1.46336 -1.78186 7.01131
H42 0.94501 -1.65345 7.66024
H43 1.27396 0.76421 7.18389
H44 -0.40770 0.44056 7.60069
H45 1.87649 -2.57212 5.58062
H46 2.64364 -1.03642 5.97903
H47 -0.36815 -1.24182 2.90541
H48 0.14103 -2.69021 3.73191

Cartesian forces (eV/Å) of the 2 atoms listed first:
Zr 0.43 -0.81 0.52
C 0.03 0.01 0.02

Here are the Löwdin charges for atoms 1 to 4, given in e: 1.51 -0.03 -0.55 -0.05